<a>
This record from the OMol25 dataset describes an isolated molecule of C3H7FOS. The level of theory is ωB97M-V with the def2-TZVPD basis set.

2S+1: 1
Kohn-Sham gap: 0.36814 Eh
SMILES string: OC[C@@H](F)CS
E_HOMO: -9.2 eV
net charge: 0

CARTESIAN COORDINATES (ANGSTROEM)
C  -1.0045  -0.0705  0.8272
C  0.1703  0.6628  0.3518
C  1.0800  -0.1124  -0.5794
H  -2.3788  0.4093  -0.8227
H  -0.8007  -0.6982  1.7291
H  -1.7895  0.6425  1.1509
H  0.6919  1.1478  1.1557
H  0.5167  -0.6241  -1.2921
H  1.8335  0.5454  -1.0307
H  2.1286  -1.6782  -0.6868
O  1.9440  -1.1060  0.0644
F  -0.3465  1.7112  -0.4836
S  -2.0451  -0.8295  -0.3839

***

<b>
This record from the OMol25 dataset describes a cluster of 2 separate species, C3H7FOS in total. The level of theory is ωB97M-V with the def2-TZVPD basis set.

2S+1: 1
Kohn-Sham gap: 0.36262 Eh
SMILES string: CC(=O)F.CS
E_HOMO: -9.0 eV
net charge: 0

CARTESIAN COORDINATES (ANGSTROEM)
C  2.5995  -2.5169  0.0323
C  2.2566  -2.6906  -1.4066
C  -1.6032  2.4890  1.2658
O  1.9043  -2.5108  0.9825
F  3.9504  -2.3580  0.1971
S  -0.8545  0.9020  0.7690
H  1.4983  -1.9622  -1.6854
H  1.8301  -3.6840  -1.5451
H  3.1339  -2.5824  -2.0366
H  -0.8276  3.0524  1.7742
H  -1.9358  3.0307  0.3846
H  -2.4312  2.3034  1.9420
H  -2.0023  0.2770  0.5132

***

<c>
This record from the OMol25 dataset describes a structure of composition C3H7FOS. The level of theory is ωB97M-V with the def2-TZVPD basis set.

2S+1: 1
Kohn-Sham gap: 0.37210 Eh
E_HOMO: -9.8 eV
net charge: 0

CARTESIAN COORDINATES (ANGSTROEM)
C  -0.6230  -0.1136  0.8544
C  0.7624  0.6116  0.4048
C  1.5089  -0.2726  -0.5930
H  -1.4601  -1.0680  -1.3653
H  -1.2628  0.6247  1.5402
H  -0.2167  -0.9200  1.3766
H  1.3341  0.8275  1.3111
H  -0.5513  2.1158  -0.4009
H  2.2898  0.3275  -1.3773
H  0.7934  -0.9097  -1.5436
O  0.6987  1.8612  -0.2246
F  2.1031  -1.2928  0.1747
S  -2.2084  -0.3503  -0.2071

***

Relative stability in eV, measured from the most stable structure: <a> 1.067; <b> 0.000; <c> 4.421

***

<a>
This record from the OMol25 dataset describes a cluster of 2 separate species, C3H7FOS in total. The level of theory is ωB97M-V with the def2-TZVPD basis set.

2S+1: 1
Kohn-Sham gap: 0.33755 Eh
SMILES string: OC=S.CCF
E_HOMO: -8.7 eV
net charge: 0

CARTESIAN COORDINATES (ANGSTROEM)
C  -1.2246  0.2359  0.0881
C  3.2733  0.2009  -0.4082
C  2.0296  0.0318  0.4360
H  -0.1352  1.7882  0.1598
H  -0.3029  -0.3140  0.3055
H  3.9511  -0.6441  -0.2617
H  3.7992  1.1205  -0.1332
H  3.0105  0.2555  -1.4676
H  2.2763  -0.0361  1.5032
H  1.3352  0.8666  0.2924
O  -1.0637  1.5580  0.0070
F  1.3763  -1.1375  0.0730
S  -2.6426  -0.5047  -0.1128

***

<b>
This record from the OMol25 dataset describes a cluster of 2 separate species, C3H7FOS in total. The level of theory is ωB97M-V with the def2-TZVPD basis set.

2S+1: 1
Kohn-Sham gap (spin up / spin down): 0.32578 / 0.31807 Eh
E_HOMO (spin up / spin down): -10.8 / -10.0 eV
net charge: 0

CARTESIAN COORDINATES (ANGSTROEM)
C  -0.8168  -1.2008  0.0609
C  0.4944  0.9443  -0.4190
C  -0.7026  0.3359  0.2608
O  -3.3216  0.2614  0.5681
F  -3.5215  -1.1982  -0.4860
S  -2.2710  1.1876  -0.1537
H  -1.5986  -1.7096  0.5240
H  -1.0661  -1.2412  -0.9572
H  0.0907  -1.5934  0.2348
H  1.0030  1.4664  0.3253
H  0.3193  1.6517  -1.3716
H  1.0913  0.0844  -0.8191
H  -0.4009  0.5053  1.3114

***

Relative stability in eV, measured from the most stable structure: <a> 0.000; <b> 3.718